A cluster of 2 separate species, C4H10FP in total in a non-equilibrium geometry, computed with the ωB97M-V functional and the def2-TZVPD basis.

As for the LUMO energy (alpha / beta): -0.378 / 0.364 eV. The value obtained for the energy above the lowest of the compared OMol25 structures with the same formula, charge and spin is 2.297 eV. The molar mass comes out at 108.1 g mol⁻¹. The HOMO-LUMO gap (alpha / beta) is 0.28744 / 0.29820 hartree. As for the largest force on an atom: 4.4 eV/Å. As for the net charge: 0. The value obtained for the total energy is -599.5067 hartree.

Bonds (Å) are listed after each position.
Element x y z (Å)
1 F -2.91747 -0.16696 0.83143  P4 1.625
2 H 0.94090 -1.29912 -0.62195  C3 1.070
3 C 0.19517 -2.00908 -0.91230  H2 1.070, H5 1.092, C11 1.481, H13 1.057
4 P -1.80771 -0.03693 -0.34805  F1 1.625, C11 1.819
5 H -0.05478 -1.81357 -1.95758  C3 1.092
6 C 1.31173 2.21150 -0.09737  C7 1.528, H14 1.127, H15 1.082, H16 1.064
7 C 0.59558 1.67938 1.14355  C6 1.528, H9 1.131, H12 1.109
8 H -1.82521 -2.46605 -0.29013  C11 1.130
9 H 1.11921 1.75403 2.14316  C7 1.131
10 H -0.82058 -1.74487 1.01992  C11 1.197
11 C -1.03260 -1.67160 -0.15581  C3 1.481, P4 1.819, H8 1.130, H10 1.197
12 H -0.51202 1.66739 1.09294  C7 1.109
13 H 0.36626 -3.04544 -0.79551  C3 1.057
14 H 0.55203 2.21483 -0.92944  C6 1.127
15 H 1.75563 3.15473 0.19318  C6 1.082
16 H 2.13384 1.57176 -0.31603  C6 1.064


A cluster of 2 separate species, C2H9N2O in total in a non-equilibrium geometry, computed with the ωB97M-V functional and the def2-TZVPD basis.

As for the LUMO energy: 4.643 eV. The value obtained for the energy above the lowest of the compared OMol25 structures with the same formula, charge and spin is 1.618 eV. The molar mass comes out at 77.1 g mol⁻¹. The HOMO-LUMO gap is 0.28826 hartree. As for the largest force on an atom: 4.8 eV/Å. As for the net charge: -1. The value obtained for the total energy is -266.2851 hartree.

Bonds (Å) are listed after each position.
Element x y z (Å)
1 H 0.49873 3.27044 -0.37473  C7 1.146
2 H -0.47300 -1.09313 2.07301  N14 0.988
3 H -0.85467 -2.73668 0.25406  C12 1.206
4 H -0.04809 2.13306 -1.53159  C7 1.049
5 H 1.71291 2.23969 -1.41918  C7 1.199
6 N -0.73563 -0.82312 -0.92152  H10 1.220, C12 1.437, H13 1.129
7 C 0.69097 2.22068 -0.79222  H1 1.146, H4 1.049, H5 1.199, O11 1.352
8 H 0.80932 -0.54280 1.22247  N14 0.998
9 H -1.81944 -1.32765 0.66572  C12 1.103
10 H -0.16828 0.21663 -0.62733  N6 1.220
11 O 0.58424 1.22585 0.11778  C7 1.352
12 C -0.79036 -1.53435 0.32547  H3 1.206, N6 1.437, H9 1.103, N14 1.433
13 H 0.18254 -1.20423 -1.45685  N6 1.129
14 N 0.17598 -1.30260 1.35761  H2 0.988, H8 0.998, C12 1.433